# 1
Density functional theory data (the ωB97M-V functional and the def2-TZVPD basis) for a structure of composition C32H59Br2F5N2O7.

The calculation puts the highest occupied orbital energy at -8.54 eV. As for the LUMO energy: 0.0125 hartree. The value obtained for the orbital gap is 8.88 eV.

Each line ends with the Mulliken charge.
Element x y z (Å)
1 C 0.67435 2.48139 5.93370  -1.321
2 C 1.48769 2.73173 4.65984  -0.681
3 C 1.32072 1.63273 3.58829  -0.869
4 C 0.49167 2.04826 2.35168  -0.040
5 C 1.11294 1.65794 0.99190  2.797
6 C 1.32580 0.14177 0.90751  -2.215
7 C 0.12671 -0.77900 1.04079  -1.150
8 O -0.29287 -0.80752 2.39522  -0.050
9 C -1.36063 -1.71445 2.64816  -0.566
10 C -2.63889 -0.98313 3.07796  -0.919
11 C 2.50030 2.36443 0.91263  -1.126
12 O 2.42535 3.41651 -0.04541  -0.335
13 C 1.22625 3.48906 -0.63659  -0.520
14 O 0.93589 4.36467 -1.38611  -0.571
15 C 0.33185 2.29641 -0.22923  2.946
16 C -1.02918 2.97489 0.11796  -2.884
17 C -2.15055 2.18619 0.83013  0.100
18 C -2.66446 2.86853 2.10946  -1.268
19 C -3.76271 3.87473 1.86591  0.648
20 F -4.09204 4.47925 3.02946  -0.339
21 F -3.34961 4.84764 1.01480  -0.293
22 C -5.08367 3.29471 1.26956  0.741
23 F -6.13494 4.00115 1.64569  -0.265
24 F -5.04553 3.27948 -0.06072  -0.241
25 F -5.26976 2.03377 1.68318  -0.263
26 C 0.22058 1.38703 -1.47705  -0.786
27 Br -1.51167 0.67976 -1.83011  -0.091
28 C 1.18962 1.06756 -2.33270  0.438
29 C 2.61435 1.56885 -2.34341  -1.217
30 Br 0.86382 -0.12414 -3.76670  -0.207
31 H 1.01599 3.11592 6.75633  0.420
32 H -0.38655 2.70230 5.77419  0.247
33 H 0.75647 1.43931 6.25582  0.328
34 H 2.54486 2.83835 4.92613  0.423
35 H 1.18862 3.69898 4.23917  0.281
36 H 0.81830 0.77090 4.03847  0.204
37 H 2.30965 1.27296 3.28896  0.500
38 H 0.35141 3.13747 2.36421  1.096
39 H -0.49822 1.59887 2.44491  -1.025
40 H 1.82325 -0.10359 -0.03704  0.494
41 H 2.02777 -0.14669 1.70014  0.692
42 H -0.70712 -0.46938 0.39602  0.337
43 H 0.43032 -1.78679 0.72027  0.725
44 H -1.54557 -2.31677 1.75164  0.459
45 H -1.02518 -2.40454 3.42921  0.247
46 H -2.47710 0.09528 2.97802  0.016
47 H -3.50290 -1.26134 2.47048  0.298
48 H -2.88285 -1.16863 4.12677  0.378
49 H 3.31358 1.69180 0.62263  0.439
50 H 2.76702 2.82131 1.86629  0.306
51 H -0.79760 3.87276 0.69906  0.719
52 H -1.40600 3.35702 -0.83382  0.605
53 H -2.98155 2.08395 0.13166  1.001
54 H -1.83648 1.16924 1.07459  -0.401
55 H -1.86878 3.41653 2.62326  0.411
56 H -3.06162 2.13254 2.81397  0.339
57 H 3.15204 1.13905 -3.18582  0.548
58 H 3.14984 1.28844 -1.43382  0.204
59 H 2.64892 2.65487 -2.45569  0.270
60 C -1.72253 1.88709 -6.04877  -0.239
61 O -0.78444 1.80818 -7.10291  -0.368
62 C -0.28404 0.50815 -7.37972  -0.697
63 C -0.82047 -0.02716 -8.68962  -0.187
64 N -2.24267 -0.31300 -8.60387  -0.297
65 C -2.88611 -0.66605 -9.86140  -0.730
66 C -2.87220 0.35242 -10.99560  -0.452
67 O -3.66505 1.49912 -10.75799  -0.418
68 C -3.03817 2.53095 -10.02338  -0.494
69 H -1.85769 2.94319 -5.82132  0.267
70 H -2.69645 1.46193 -6.31880  0.273
71 H -1.36134 1.37708 -5.15144  -0.061
72 H -0.52821 -0.17558 -6.56004  0.272
73 H 0.80459 0.58341 -7.44932  0.376
74 H -0.29028 -0.95581 -8.92735  0.349
75 H -0.56823 0.70192 -9.47263  0.187
76 H -2.72058 0.47586 -8.18891  0.076
77 H -3.93059 -0.90217 -9.64373  0.380
78 H -2.42475 -1.58786 -10.23372  0.391
79 H -3.30433 -0.13238 -11.87452  0.349
80 H -1.85143 0.65517 -11.26188  0.334
81 H -1.97217 2.60102 -10.26104  0.262
82 H -3.14251 2.40035 -8.94213  0.156
83 H -3.52172 3.46707 -10.30096  0.284
84 C 3.19465 -3.83681 7.79847  -0.706
85 O 4.12728 -4.05439 6.76239  -0.338
86 C 4.48497 -5.41340 6.54928  -0.811
87 C 3.95353 -5.92538 5.22894  -0.193
88 N 2.50396 -6.02434 5.24424  -0.280
89 C 1.88532 -6.33931 3.96418  -0.859
90 C 2.08952 -5.37513 2.80126  -0.519
91 O 1.43691 -4.12825 2.95363  -0.266
92 C 2.12348 -3.16834 3.73063  -0.105
93 H 3.15735 -2.76344 7.97658  0.236
94 H 2.18726 -4.18340 7.54024  0.293
95 H 3.50155 -4.33647 8.72277  0.346
96 H 4.12060 -6.03416 7.37417  0.406
97 H 5.57658 -5.47014 6.53499  0.382
98 H 4.37197 -6.92168 5.05135  0.389
99 H 4.33821 -5.26508 4.43875  0.170
100 H 2.11175 -5.16596 5.60791  0.091
101 H 0.80927 -6.43319 4.13009  0.386
102 H 2.24256 -7.32536 3.64666  0.429
103 H 1.64670 -5.83533 1.91468  0.357
104 H 3.15280 -5.21272 2.58384  0.370
105 H 3.20869 -3.24799 3.61652  0.329
106 H 1.87650 -3.25016 4.79401  0.205
107 H 1.79804 -2.18272 3.39367  -0.338

***

# 2
Density functional theory data (the ωB97M-V functional and the def2-TZVPD basis) for a structure of composition C15H15NO3S2 in a non-equilibrium geometry.

The energy above the lowest of the compared OMol25 structures with the same formula, charge and spin is 34.8 kcal/mol. The calculation puts the highest occupied orbital energy at -7.92 eV. As for the LUMO energy: -0.0102 hartree. The value obtained for the orbital gap is 7.64 eV.

Each line ends with the natural charge from an NBO analysis.
Element x y z (Å)
1 C 7.97409 0.47544 0.02521  -0.253
2 H 8.92128 -0.05920 -0.02541  0.202
3 O 6.97476 -0.51051 -0.07643  -0.486
4 C 5.67324 -0.12865 -0.04393  0.309
5 C 5.22567 1.18356 0.08738  -0.276
6 C 3.87087 1.44805 0.10812  -0.152
7 C 2.92054 0.42905 0.00540  -0.146
8 C 3.38625 -0.88645 -0.13060  -0.141
9 C 4.73203 -1.15843 -0.15526  -0.255
10 H 5.09533 -2.16842 -0.26250  0.226
11 H 2.68194 -1.69713 -0.22746  0.219
12 C 1.51937 0.76751 0.03885  -0.070
13 C 0.48188 -0.08986 0.04034  -0.321
14 C -0.88248 0.40075 0.06549  0.520
15 O -1.15241 1.61610 0.07501  -0.603
16 S -3.35808 1.78490 0.07663  0.470
17 C -3.22605 0.05874 0.05672  -0.256
18 C -1.99051 -0.53376 0.08821  -0.354
19 C -1.80089 -2.00711 0.05547  0.669
20 O -0.96734 -2.56850 -0.62516  -0.614
21 N -2.63616 -2.70079 0.86788  -0.813
22 H -3.29259 -2.26070 1.48623  0.398
23 H -2.58422 -3.70593 0.85361  0.406
24 S -4.71885 -0.83614 -0.06286  0.293
25 C -5.71824 0.57596 -0.64439  -0.522
26 C -5.22469 1.78411 0.09896  -0.584
27 H -5.54272 1.77204 1.14163  0.215
28 H -5.54770 2.71149 -0.36806  0.231
29 H -5.56396 0.66686 -1.72073  0.223
30 H -6.76060 0.33718 -0.43932  0.234
31 H 0.61333 -1.15720 -0.00083  0.233
32 H 1.28674 1.82588 0.07569  0.218
33 H 3.53727 2.47088 0.21003  0.211
34 H 5.92285 2.00250 0.17241  0.213
35 H 7.91830 1.19076 -0.80151  0.178
36 H 7.91297 1.01284 0.97700  0.177

***

# 3
Density functional theory data (the ωB97M-V functional and the def2-TZVPD basis) for a structure of composition C23H43AsN5O2PdSi2.

The calculation puts the highest occupied orbital energy (spin up / spin down) at -10.20 / -11.23 eV. As for the LUMO energy (spin up / spin down): -0.0832 / -0.1616 hartree. The total charge is +1. As for the spin multiplicity: 5. The expectation value of S² is 6.04. The value obtained for the orbital gap (spin up / spin down) is 7.94 / 6.83 eV.

Each line ends with the Löwdin spin population.
Element x y z (Å)
1 Pd 0.99446 -0.04816 -0.44223  1.430
2 C 5.38368 0.30558 -1.21486  0.013
3 C 4.05902 -0.23253 -0.74822  0.061
4 O 3.02257 0.34684 -1.12236  0.158
5 C 4.10100 -1.40566 0.08196  0.150
6 C 3.07054 -2.16097 0.59482  0.009
7 C 3.38249 -3.35958 1.43501  -0.005
8 N 1.75403 -1.87284 0.37346  0.379
9 N 0.90126 -2.65722 1.01027  0.254
10 C -0.40226 -2.33401 0.79131  0.087
11 O -0.76719 -1.41022 0.02710  0.190
12 C -1.39931 -3.15181 1.51717  0.007
13 C -2.75534 -2.89032 1.32320  0.010
14 C -3.70926 -3.62717 2.00299  0.000
15 C -3.31371 -4.62844 2.88040  0.014
16 C -1.96528 -4.89285 3.07519  -0.001
17 C -1.00793 -4.15857 2.39641  0.015
18 H 5.23661 1.19209 -1.82520  0.000
19 H 5.91156 -0.45568 -1.79017  0.002
20 H 6.00929 0.54626 -0.35456  0.003
21 H 5.09858 -1.74931 0.31615  0.008
22 H 4.45643 -3.45874 1.55931  0.001
23 H 2.98361 -4.26088 0.96968  -0.003
24 H 2.90302 -3.27693 2.40953  -0.002
25 H -3.04879 -2.11002 0.63431  0.001
26 H -4.76080 -3.42715 1.84796  0.000
27 H -4.05831 -5.20622 3.41087  0.001
28 H -1.66006 -5.67592 3.75564  0.000
29 H 0.04391 -4.36019 2.53890  0.000
30 C -1.69836 1.55668 1.11641  0.008
31 N -0.97221 1.55618 2.37170  0.008
32 C -1.68537 0.92224 3.46971  0.001
33 C 0.39179 1.62643 2.37240  0.012
34 N 1.08630 1.33790 1.30170  0.057
35 N 0.97475 2.00473 3.54187  0.012
36 C 2.40584 1.84224 3.70794  0.001
37 C 0.36411 2.99769 4.40976  0.001
38 H -2.69663 1.95651 1.30067  0.000
39 H -1.79109 0.55702 0.69086  0.003
40 H -1.19193 2.20374 0.39849  0.004
41 H -2.03268 -0.06875 3.16165  0.000
42 H -2.55001 1.52006 3.75965  0.000
43 H -1.03343 0.80567 4.32935  0.000
44 H 2.03274 1.70190 1.36607  0.000
45 H 2.97713 2.63544 3.21289  0.000
46 H 2.72218 0.87474 3.32076  0.000
47 H 2.63739 1.87619 4.77062  0.000
48 H -0.63958 3.22925 4.06670  0.000
49 H 0.95679 3.91608 4.39390  0.000
50 H 0.31636 2.63338 5.43725  0.000
51 C 1.53005 3.28280 -1.99640  0.005
52 Si 0.29991 2.54905 -3.19396  0.106
53 C 0.97528 2.49191 -4.93496  0.029
54 C -1.33023 3.46727 -3.11017  0.020
55 As -0.08499 0.27537 -2.59052  0.788
56 Si -2.26132 -0.44919 -3.20414  0.093
57 C -2.46139 0.01379 -5.00527  0.016
58 C -3.48678 0.43616 -2.09975  0.030
59 C -2.27936 -2.29305 -2.93385  0.001
60 H 1.95780 4.17970 -2.44773  0.000
61 H 2.34441 2.59471 -1.77244  0.001
62 H 1.04943 3.56611 -1.05991  0.000
63 H 1.14240 3.50845 -5.29489  0.004
64 H 0.28682 2.00159 -5.62152  0.001
65 H 1.92542 1.96066 -4.97394  0.001
66 H -1.15880 4.50562 -3.40016  0.003
67 H -1.74327 3.47247 -2.10194  0.000
68 H -2.07788 3.05810 -3.78444  0.000
69 H -2.48280 1.09160 -5.14968  0.000
70 H -3.40103 -0.38751 -5.38765  0.002
71 H -1.65570 -0.39501 -5.61339  0.002
72 H -3.26842 1.49653 -1.98403  0.001
73 H -3.52428 -0.01899 -1.11162  0.000
74 H -4.47820 0.34916 -2.54932  0.004
75 H -1.71498 -2.80855 -3.71023  0.001
76 H -3.30233 -2.67139 -2.95365  0.000
77 H -1.83772 -2.54207 -1.96883  0.000